This record from the Open Molecules 2025 dataset describes an isolated ion of composition C6H15N and charge +1 at a distorted geometry. The level of theory is wB97M-V/def2-TZVPD.

Each atom is followed by the atoms it is bonded to, with distances in Å.
Atoms and positions in Å:
1 C 0.9772 0.5073 -0.5686  N2 1.451, C6 1.511, H8 1.102, H9 1.095
2 N -0.1681 -0.0211 0.1490  C1 1.451, C3 1.417, H10 1.022
3 C -1.4529 0.5091 -0.1274  N2 1.417, C4 1.535, H11 1.086, H12 1.094
4 C -2.5823 -0.4984 0.1305  C3 1.535, C5 1.525, H13 1.085, H14 1.089
5 C -2.1683 -1.8460 -0.4514  C4 1.525, H15 1.106, H16 1.084, H17 1.089
6 C 2.3753 0.1638 -0.1102  C1 1.511, C7 1.539, H18 1.055, H19 1.087
7 C 2.8819 1.1553 0.9527  C6 1.539, H20 1.094, H21 1.094, H22 1.080
8 H 0.7923 0.2200 -1.6165  C1 1.102
9 H 0.7519 1.5788 -0.5784  C1 1.095
10 H -0.0703 -0.1967 1.1512  N2 1.022
11 H -1.4992 0.6915 -1.1966  C3 1.086
12 H -1.6857 1.4947 0.2863  C3 1.094
13 H -3.5092 -0.1832 -0.3381  C4 1.085
14 H -2.8505 -0.5439 1.1851  C4 1.089
15 H -1.4396 -2.3579 0.2039  C5 1.106
16 H -2.9524 -2.5939 -0.4688  C5 1.084
17 H -1.6520 -1.8095 -1.4097  C5 1.089
18 H 2.8892 0.3441 -1.0136  C6 1.055
19 H 2.5635 -0.8561 0.2164  C6 1.087
20 H 2.2336 1.1034 1.8318  C7 1.094
21 H 2.6460 2.1541 0.5733  C7 1.094
22 H 3.9197 0.9847 1.1989  C7 1.080

Output
Spin multiplicity: 2
<S²>: 0.754
Energy relative to the best compared isomer or geometry (same formula, charge and spin), kcal/mol: 18.06
LUMO (alpha / beta), eV: -2.896 / -7.660
Total charge: +1